# 1
Computed, not measured: 3 unconnected molecules or ions with the total composition C22H30N2O12 at a distorted geometry, with wB97M-V/def2-TZVPD.

Frontier orbital gap, eV: 7.4
SMILES string: C#CC1=C(COO)C(=O)C(N(C(C)=O)C(C)=O)=C(NCCC)C1=O.COC(=O)OC.COC(=O)OC
Highest occupied orbital energy, eV: -9.58
Charge: 0

CARTESIAN COORDINATES (ANGSTROEM)
C -4.18 -1.03 -4.41
C -3.33 -1.48 -3.49
C -2.23 -1.40 -2.31
C -0.84 -1.08 -2.51
C -0.29 -0.80 -4.01
O 0.00 0.64 -4.20
O 1.17 0.66 -4.85
C 0.19 -0.97 -1.26
O 1.39 -0.63 -1.60
C -0.29 -1.20 0.25
N 0.54 -1.10 1.48
C 0.56 0.27 2.05
C 0.08 1.62 1.33
O 0.96 0.38 3.28
C 1.90 -1.68 1.32
C 2.18 -3.25 1.70
O 2.93 -1.02 0.93
C -1.70 -1.52 0.46
N -2.32 -1.73 1.79
C -2.72 -3.15 2.04
C -4.19 -3.18 2.76
C -4.72 -1.74 3.24
C -2.71 -1.68 -0.81
O -3.93 -2.07 -0.66
H -4.90 -0.93 -5.30
H 0.71 -1.35 -4.17
H -1.00 -1.15 -4.84
H 1.93 0.80 -4.22
H -0.39 2.29 2.16
H 0.99 2.21 0.91
H -0.76 1.47 0.55
H 3.12 -3.21 2.38
H 1.33 -3.70 2.32
H 2.47 -3.86 0.77
H -1.76 -1.32 2.55
H -2.76 -3.72 1.04
H -2.01 -3.71 2.77
H -4.12 -3.85 3.72
H -4.98 -3.70 2.08
H -3.93 -1.06 3.72
H -5.28 -1.15 2.41
H -5.52 -1.92 4.07
C 8.02 0.22 5.63
O 7.52 0.71 4.39
C 6.47 0.01 3.90
O 5.96 -0.95 4.42
O 6.11 0.57 2.73
C 5.00 -0.07 2.10
H 8.85 0.86 5.93
H 7.25 0.28 6.41
H 8.38 -0.80 5.53
H 4.11 -0.02 2.73
H 5.25 -1.10 1.85
H 4.79 0.47 1.17
C -3.62 6.44 -3.62
O -2.56 5.91 -4.42
C -2.44 4.57 -4.35
O -3.13 3.82 -3.69
O -1.42 4.20 -5.15
C -1.17 2.80 -5.17
H -3.62 7.53 -3.75
H -4.58 6.05 -3.94
H -3.45 6.22 -2.56
H -2.04 2.26 -5.56
H -0.91 2.43 -4.18
H -0.33 2.61 -5.84

=====

# 2
Computed, not measured: a molecular structure, C22H18BrF2N3O2OsS, with wB97M-V/def2-TZVPD.

Frontier orbital gap (alpha / beta), eV: 7.6 / 6.2
Highest occupied orbital energy (alpha / beta), eV: -14.63 / -15.04
Charge: +2
2S+1: 5

CARTESIAN COORDINATES (ANGSTROEM)
Os 0.11 -0.37 -1.30
C -5.22 1.45 2.75
C -4.23 0.50 2.16
C -3.99 0.46 0.78
C -3.10 -0.44 0.23
C -2.42 -1.31 1.08
C -2.64 -1.31 2.45
C -3.54 -0.41 2.98
S -1.24 -2.40 0.44
O -1.36 -2.42 -1.01
O -1.12 -3.59 1.20
N 0.16 -1.45 0.51
C 1.20 -1.53 1.33
C 1.35 -2.38 2.46
C 2.52 -2.36 3.18
C 3.57 -1.53 2.83
C 3.47 -0.65 1.71
C 4.51 0.21 1.30
C 4.32 1.01 0.20
C 3.10 0.96 -0.47
N 2.10 0.17 -0.09
C 2.29 -0.64 0.97
H -5.56 2.18 2.03
H -4.78 1.98 3.60
H -6.09 0.90 3.12
H -4.54 1.13 0.13
H -2.98 -0.51 -0.85
H -2.14 -2.02 3.10
H -3.73 -0.40 4.04
H 0.55 -3.05 2.72
H 2.63 -3.02 4.04
H 4.49 -1.53 3.40
H 5.45 0.22 1.84
H 5.10 1.67 -0.15
H 2.92 1.59 -1.34
F 2.28 -1.03 -2.95
C 1.29 -1.71 -2.32
F 1.87 -2.59 -1.49
H 0.67 -2.24 -3.05
Br -0.05 5.19 -2.50
C 0.13 3.47 -3.20
C 0.28 3.24 -4.56
C 0.41 1.94 -5.02
C 0.39 0.90 -4.11
N 0.23 1.12 -2.79
C 0.09 2.38 -2.35
H 0.30 4.08 -5.25
H 0.52 1.73 -6.07
H 0.49 -0.12 -4.43
H -0.04 2.52 -1.28

=====

# 3
Computed, not measured: a molecular structure, C13H10Cl3F9MoN5O7S2Si at a distorted geometry, with wB97M-V/def2-TZVPD.

Frontier orbital gap (alpha / beta), eV: 7.2 / 7.5
Highest occupied orbital energy (alpha / beta), eV: -6.21 / -6.77
Charge: -1
2S+1: 3

CARTESIAN COORDINATES (ANGSTROEM)
Mo 0.22 0.29 -0.40
N 2.38 1.10 -0.59
C 3.45 0.13 -0.33
C 2.90 -1.05 0.45
O 3.64 -1.90 0.92
N 1.56 -1.01 0.53
C 1.01 -2.07 1.37
C -0.46 -1.80 1.59
O -1.09 -2.21 2.51
O -0.93 -1.03 0.62
H 2.43 1.82 0.14
H 2.58 1.56 -1.47
H 3.88 -0.24 -1.26
H 4.25 0.57 0.27
H 1.10 -3.05 0.88
H 1.55 -2.13 2.31
F -5.61 0.34 -0.51
C -4.43 0.81 -0.92
F -4.44 2.14 -0.76
F -4.33 0.57 -2.23
S -2.99 0.01 -0.04
O -1.92 0.54 -0.92
O -3.03 0.57 1.27
N -3.51 -1.46 -0.24
S -2.69 -2.70 -0.79
O -2.24 -3.71 0.11
O -1.83 -2.38 -1.89
C -4.14 -3.52 -1.63
F -5.11 -3.83 -0.77
F -3.75 -4.64 -2.24
F -4.67 -2.72 -2.57
Cl -1.42 3.28 1.48
Si -0.17 1.67 1.65
Cl -0.53 0.85 3.49
Cl 1.71 2.65 2.06
N 0.25 -3.55 -6.87
C 0.28 -2.94 -5.90
C 0.35 -2.16 -4.71
C 1.30 -2.43 -3.72
C 1.33 -1.65 -2.59
N 0.50 -0.63 -2.36
C -0.40 -0.37 -3.32
C -0.51 -1.09 -4.49
H 1.99 -3.26 -3.84
H 2.05 -1.87 -1.81
H -1.10 0.44 -3.12
H -1.28 -0.84 -5.20
F -0.96 2.63 -1.97
C 0.25 2.15 -1.61
F 0.88 3.23 -1.04
F 0.93 2.04 -2.82

=====

# 4
Computed, not measured: a gas-phase ion, C5H9NO (charge -1) at a distorted geometry, with wB97M-V/def2-TZVPD.

Frontier orbital gap (alpha / beta), eV: 3.7 / 7.7
Highest occupied orbital energy (alpha / beta), eV: 0.53 / -3.61
Charge: -1
2S+1: 2

CARTESIAN COORDINATES (ANGSTROEM)
O -1.21 1.59 2.16
C -1.42 0.60 1.41
C -0.30 -0.43 1.53
C -0.01 -0.99 0.18
C 0.31 0.08 -0.89
C 0.19 -0.12 -2.31
N 1.13 1.18 -0.43
H -2.28 0.39 0.65
H 0.62 0.06 1.59
H -0.51 -1.10 2.39
H 0.86 -1.69 0.18
H -0.93 -1.46 -0.14
H 0.67 0.52 -3.01
H -0.60 -0.94 -2.64
H 1.64 0.98 0.42
H 1.85 1.31 -1.10

=====

- What is the charge in the second record?
  +2